Density functional theory data (the ωB97M-V functional and the def2-TZVPD basis) for a molecular structure, C48H41DyF12N3O4P2S.

Summary:
- Spin multiplicity: 6
- HOMO-LUMO gap (alpha / beta): 0.2366 / 0.2368 Ha
- E: -149208.9637 eV
- Charge: -1

Each line ends with the Mulliken spin population.
Atoms and positions in Å:
Dy1 3.630 1.264 0.878  5.00
S1 -2.182 2.925 -5.562  0.00
P1 -1.485 0.322 -1.203  0.00
P2 -1.819 -2.235 -2.627  0.00
F1 1.934 6.169 2.187  0.00
F2 1.391 -3.091 1.727  0.00
F3 5.566 -2.485 1.964  0.00
F4 0.283 4.749 1.495  0.00
F5 2.565 -3.086 -0.176  0.00
F6 1.855 5.323 0.114  0.00
F7 4.451 4.915 1.112  0.00
F8 3.242 -4.199 1.479  0.00
F9 4.245 4.698 3.334  0.00
F10 5.257 -0.329 1.597  0.01
F11 5.061 -1.768 -0.079  0.00
F12 4.713 2.875 2.157  0.01
O1 2.726 -0.641 0.863  -0.05
O2 3.536 0.978 -1.429  0.01
O3 2.335 2.819 1.013  -0.01
O4 4.821 1.891 -2.892  0.00
N1 4.460 1.805 -1.744  0.00
N2 -2.248 -0.581 -2.621  0.00
N3 2.624 0.925 3.128  0.01
C1 0.549 3.960 5.318  0.00
C2 0.363 -3.676 -3.660  0.00
C3 4.174 -4.061 5.791  0.00
C4 -1.154 0.693 -4.407  0.00
C5 3.405 -2.688 3.790  0.00
C6 3.717 -2.761 5.168  0.00
C7 -2.060 -2.938 1.227  0.00
C8 2.940 -0.290 3.786  0.00
C9 -1.233 1.372 -5.743  0.00
C10 1.825 3.312 3.306  0.01
C11 -0.068 -2.459 -3.076  0.00
C12 1.608 5.043 1.411  0.00
C13 2.279 -1.845 -2.786  0.00
C14 0.913 -1.512 -2.760  0.00
C15 -2.936 -3.241 -3.563  0.00
C16 -4.115 4.007 -0.641  0.00
C17 -2.461 0.209 -3.848  0.00
C18 -2.163 2.608 -0.182  0.00
C19 3.278 -1.635 1.617  0.02
C20 -2.894 3.786 -0.022  0.00
C21 -2.259 -0.830 0.035  0.00
C22 -2.662 1.699 -1.104  0.00
C23 3.451 -1.565 5.884  0.00
C24 3.965 4.167 2.125  -0.01
C25 -3.483 -0.661 0.707  0.00
C26 0.996 1.673 4.815  0.00
C27 -5.053 -4.306 -5.107  0.00
C28 -3.298 -2.796 1.835  0.00
C29 3.087 -0.396 5.220  0.00
C30 -4.011 -1.649 1.525  0.00
C31 1.844 1.931 3.723  -0.01
C32 2.656 -3.151 -3.159  0.00
C33 -2.835 -3.307 -4.946  0.00
C34 0.463 2.601 5.670  0.00
C35 -3.987 1.778 -1.565  0.00
C36 1.688 -4.068 -3.622  0.00
C37 3.133 -1.493 3.076  0.00
C38 2.442 3.821 1.956  0.00
C39 -3.805 2.468 -6.064  0.00
C40 -3.881 -3.846 -5.710  0.00
C41 -0.180 5.040 6.027  0.00
C42 -5.187 -4.137 -3.753  0.00
C43 -4.111 -3.776 -2.979  0.00
C44 1.229 4.288 4.134  0.00
C45 4.785 -1.663 1.232  0.01
C46 -4.678 2.985 -1.412  0.00
C47 -1.585 -2.011 0.338  0.00
C48 2.620 -3.025 1.145  0.00
H1 -5.666 3.006 -1.850  0.00
H2 3.693 -4.991 5.445  0.00
H3 0.278 6.016 5.943  0.00
H4 -1.131 5.208 5.497  0.00
H5 0.859 0.616 5.069  0.00
H6 -4.991 -1.523 1.974  0.00
H7 2.854 0.467 5.881  0.00
H8 0.565 -0.511 -2.504  0.00
H9 -1.280 2.498 0.426  0.00
H10 -4.085 3.121 -6.899  0.00
H11 -6.106 -4.355 -3.210  0.00
H12 -0.429 -0.133 -4.508  0.00
H13 5.227 -4.241 5.513  0.00
H14 -4.665 4.949 -0.471  0.00
H15 4.013 -3.946 6.894  0.00
H16 -5.862 -4.752 -5.657  0.00
H17 -4.204 -3.608 -1.880  0.00
H18 -0.234 1.717 -6.142  0.00
H19 -4.532 2.642 -5.235  0.00
H20 -3.060 -0.427 -4.516  0.00
H21 3.723 -3.500 -3.189  0.00
H22 1.222 5.388 3.867  0.00
H23 -4.541 0.907 -1.944  0.00
H24 -0.401 -4.291 -4.099  0.00
H25 -3.687 -3.562 2.494  0.00
H26 -0.715 1.440 -3.734  0.00
H27 -3.101 1.071 -3.563  0.00
H28 -1.997 -2.865 -5.456  0.00
H29 -1.406 -3.811 1.436  0.00
H30 -1.621 0.833 -6.586  0.00
H31 3.381 -3.622 3.295  0.00
H32 3.285 -1.554 6.993  0.00
H33 -4.065 0.224 0.521  0.00
H34 -2.399 4.471 0.614  0.00
H35 2.019 -5.039 -3.905  0.00
H36 -0.323 4.785 7.078  0.00
H37 -3.671 -4.042 -6.791  0.00
H38 -3.797 1.422 -6.412  0.00
H39 0.192 2.331 6.704  0.00
H40 -0.607 -2.173 -0.090  0.00
H41 2.993 -1.067 -2.465  0.00

=====

Density functional theory data (the ωB97M-V functional and the def2-TZVPD basis) for a molecular structure, C48H42Br6N8O14.

Summary:
- HOMO-LUMO gap: 0.1725 Ha
- E: -511212.7307 eV

Each line ends with the Mulliken charge.
Atoms and positions in Å:
Br1 1.899 0.772 0.642  1.53
Br2 4.813 1.946 1.819  -0.04
Br3 -3.099 -2.287 3.774  -0.08
Br4 -2.501 -2.917 0.625  0.02
Br5 -3.381 0.029 1.566  -0.23
Br6 4.976 -0.306 -0.495  -0.18
O1 0.643 -2.471 0.260  0.59
O2 3.189 -0.978 4.277  -0.79
O3 0.743 -3.557 2.149  -0.60
O4 5.513 -0.543 -3.085  -0.69
O5 -0.138 4.773 0.228  -0.62
O6 0.220 -5.209 -1.295  -0.73
O7 1.692 -3.650 -1.683  -0.40
O8 3.002 -1.829 2.309  -0.22
O9 4.671 -2.446 -2.478  -0.54
O10 -8.024 -0.235 -0.028  -0.55
O11 1.905 5.239 0.658  -0.71
O12 -8.368 0.685 -2.037  -0.57
O13 -2.328 0.405 -2.849  0.37
O14 -1.651 0.692 -4.834  -0.78
N1 -1.631 1.035 -3.668  0.79
N2 2.516 -1.294 3.329  0.98
N3 -7.680 0.494 -0.995  0.96
N4 0.536 -4.070 -1.597  0.88
N5 -1.712 -0.827 -0.335  0.32
N6 4.626 -1.230 -2.662  1.03
N7 1.273 -3.055 1.178  0.41
N8 0.900 4.548 0.826  1.30
C1 -0.113 1.715 3.078  -0.68
C2 -2.746 -2.261 -1.713  0.41
C3 -1.406 1.334 0.267  -1.97
C4 2.211 1.535 -1.909  0.46
C5 -3.725 2.271 -1.004  -0.40
C6 -0.065 2.973 -4.024  -0.71
C7 -1.081 -0.894 2.406  2.28
C8 -0.177 0.582 0.501  1.85
C9 -1.665 -0.456 3.598  -1.44
C10 -4.549 2.331 -2.139  -0.59
C11 -0.500 -3.038 -1.952  -0.33
C12 -1.256 -1.090 -3.168  0.52
C13 -0.754 2.110 -3.135  -0.37
C14 -1.774 -3.224 -1.451  -0.51
C15 -0.440 -0.742 0.098  -0.42
C16 2.209 3.110 2.444  -1.40
C17 4.895 -3.997 1.817  -1.05
C18 0.345 3.235 -1.230  -1.51
C19 4.794 -2.450 -0.034  0.35
C20 1.091 -0.549 -1.505  2.77
C21 2.754 -3.128 1.050  -0.06
C22 3.397 -0.523 -2.170  -0.52
C23 5.514 -3.089 0.974  -1.33
C24 -4.196 1.619 0.103  0.01
C25 1.120 1.362 3.650  0.86
C26 -0.224 -1.956 -2.845  -0.71
C27 -5.839 1.846 -2.104  -0.71
C28 -3.613 -1.892 1.930  0.00
C29 -5.524 1.089 0.111  -0.55
C30 -0.538 2.300 -1.753  1.02
C31 3.445 -2.454 0.008  0.28
C32 0.266 -1.221 2.316  0.22
C33 1.096 0.834 -1.493  -1.35
C34 -6.331 1.192 -0.989  -0.52
C35 0.813 3.921 -3.488  -1.23
C36 1.047 -1.124 3.450  -1.48
C37 2.259 -1.225 -1.829  0.16
C38 0.936 3.464 1.816  0.71
C39 0.548 -0.779 4.683  -0.30
C40 3.860 0.366 1.062  -0.22
C41 -2.517 -1.344 -2.700  -1.27
C42 -0.796 -0.374 4.675  -0.61
C43 2.261 2.088 3.395  -1.27
C44 1.054 4.036 -2.119  -0.06
C45 3.500 -3.952 1.941  -0.28
C46 3.371 0.885 -2.199  -1.31
C47 -2.294 0.375 -0.246  -0.75
C48 -0.187 2.765 2.174  -0.39
H1 -1.966 -3.968 -0.692  0.60
H2 2.979 -4.414 2.766  0.59
H3 5.427 -4.590 2.546  0.39
H4 -6.516 2.012 -2.928  0.52
H5 -5.802 0.442 0.930  0.64
H6 0.516 3.331 -0.168  -0.80
H7 2.080 2.606 -1.956  -0.07
H8 -0.970 1.639 -1.017  0.33
H9 -3.743 -2.428 -1.334  0.69
H10 -2.696 2.599 -0.976  0.69
H11 3.195 1.797 3.851  0.62
H12 2.301 -2.303 -1.800  1.04
H13 0.146 -1.039 -1.325  -0.71
H14 -1.046 -0.246 -3.808  0.42
H15 5.227 -1.813 -0.792  0.60
H16 -2.191 -1.660 -0.647  -0.32
H17 1.085 0.610 4.425  0.04
H18 1.081 -0.862 5.618  0.71
H19 -4.652 -2.219 1.902  0.79
H20 -2.710 -0.185 3.598  0.00
H21 0.684 1.019 0.985  -1.30
H22 -3.261 -0.648 -3.058  0.57
H23 6.583 -3.137 0.823  0.58
H24 -4.197 2.790 -3.052  0.54
H25 4.216 1.484 -2.505  0.40
H26 0.786 -1.819 -3.199  1.10
H27 -1.209 -0.194 5.657  0.50
H28 0.193 1.384 -1.273  0.43
H29 -0.158 2.963 -5.100  0.58
H30 -0.993 1.277 3.524  0.95
H31 -3.293 0.548 -0.618  0.26
H32 0.202 -1.610 0.085  0.54
H33 1.367 4.534 -4.183  0.39
H34 -3.541 1.577 0.960  0.61
H35 3.796 -0.398 1.837  0.56
H36 0.702 -1.468 1.360  -0.44
H37 -1.649 -0.961 1.489  -2.00
H38 -1.479 2.375 0.545  1.15
H39 3.068 3.649 2.074  0.81
H40 2.834 -1.760 -0.550  -1.43
H41 1.715 4.815 -1.766  0.66
H42 -1.190 2.979 1.835  0.71

=====

Density functional theory data (the ωB97M-V functional and the def2-TZVPD basis) for a molecular structure, C48H42CoN6O3P2Se2.

Summary:
- Spin multiplicity: 5
- Relative energy (zero: lowest compared OMol25 entry of this formula, charge and spin): 29.74 kcal/mol
- HOMO-LUMO gap (alpha / beta): 0.2457 / 0.1507 Ha
- E: -252428.4502 eV
- Charge: +1

Each line ends with the Mulliken spin population.
Atoms and positions in Å:
Se1 0.214 2.815 -0.473  0.02
Se2 -5.697 3.159 -1.409  0.94
Co1 0.045 0.418 -0.043  1.10
P1 -5.582 1.461 -0.016  -0.11
P2 -1.926 3.092 -0.403  -0.03
O1 4.663 -0.511 2.274  0.00
O2 -2.427 -2.310 1.547  -0.02
O3 2.701 -2.431 4.542  0.00
N1 -1.879 0.447 -0.725  0.02
N2 -0.154 -0.289 1.774  0.04
N3 -3.862 -0.428 -0.725  0.00
N4 -2.601 -0.674 -0.925  0.01
N5 2.089 -0.263 2.398  0.01
N6 0.480 -0.556 4.008  0.03
C1 -2.549 -1.056 2.040  -0.01
C2 -2.440 4.150 0.972  0.01
C3 -2.698 1.453 -0.405  -0.05
C4 -5.863 1.977 1.675  0.27
C5 -6.914 -0.915 0.338  0.03
C6 -5.592 1.115 2.913  0.04
C7 -6.756 0.191 -0.498  -0.01
C8 1.918 0.076 -0.030  -0.14
C9 3.179 -0.044 7.202  0.00
C10 -6.587 3.140 1.787  -0.01
C11 1.628 -3.197 3.993  0.00
C12 -1.284 -2.763 0.818  0.01
C13 2.615 0.122 -1.251  0.02
C14 3.331 -1.122 6.352  0.00
C15 -3.963 0.882 -0.354  0.08
C16 2.432 -1.349 5.310  0.00
C17 2.670 -0.152 1.105  0.03
C18 3.987 -0.041 -1.309  0.00
C19 -2.629 3.827 -1.899  0.03
C20 4.060 -0.302 1.065  -0.02
C21 -3.497 5.675 -3.178  0.00
C22 -8.550 -1.818 -1.173  0.00
C23 2.121 0.844 7.022  0.00
C24 6.082 -0.613 2.285  0.00
C25 -1.859 5.396 2.952  0.00
C26 -3.182 5.790 3.100  0.00
C27 1.398 -0.436 5.094  0.00
C28 -7.035 3.665 3.010  0.35
C29 -7.494 0.283 -1.677  0.01
C30 -3.234 3.517 -4.215  -0.01
C31 -6.032 1.823 4.167  0.30
C32 -3.062 1.521 3.173  0.29
C33 -4.136 5.378 2.178  0.02
C34 -1.827 1.158 2.779  -0.13
C35 -1.485 4.582 1.891  0.00
C36 1.255 0.647 5.965  0.00
C37 -6.714 2.987 4.210  -0.05
C38 -3.621 4.850 -4.288  0.01
C39 -1.491 -0.121 2.229  0.28
C40 -2.737 3.004 -3.027  0.03
C41 0.792 -0.347 2.690  0.01
C42 -7.807 -1.916 -0.003  0.00
C43 4.724 -0.246 -0.143  0.01
C44 -3.000 5.168 -1.983  0.02
C45 -3.767 4.565 1.118  0.03
C46 -8.392 -0.724 -2.009  0.00
C47 -3.824 -0.713 2.401  0.34
C48 -4.170 0.519 3.172  0.08
H1 -4.586 -1.472 2.249  -0.03
H2 -0.453 4.285 1.765  0.00
H3 6.416 -1.486 1.722  0.00
H4 -3.780 6.718 -3.241  0.00
H5 -3.469 6.428 3.927  0.00
H6 -6.314 -1.024 1.231  -0.01
H7 -5.168 5.697 2.281  -0.01
H8 -8.962 -0.652 -2.927  0.00
H9 -2.426 1.967 -2.974  0.00
H10 -3.315 2.878 -5.086  0.00
H11 5.797 -0.362 -0.193  0.00
H12 -4.264 0.182 4.222  0.03
H13 0.443 1.343 5.782  0.00
H14 -0.985 -2.064 0.047  0.02
H15 -7.604 4.585 3.026  0.00
H16 -4.519 4.261 0.399  -0.02
H17 1.340 -2.815 3.016  0.00
H18 -7.914 -2.778 0.642  0.00
H19 -7.011 3.405 5.164  0.01
H20 -1.010 1.870 2.836  0.01
H21 -3.249 2.517 3.563  -0.02
H22 2.747 -0.368 3.156  0.00
H23 -6.821 3.713 0.895  0.04
H24 -0.448 -2.953 1.488  0.00
H25 2.005 -4.210 3.885  0.00
H26 -6.253 0.233 2.843  0.08
H27 -7.370 1.120 -2.348  0.00
H28 -2.891 5.823 -1.129  0.00
H29 -5.795 1.312 5.094  0.00
H30 -0.496 -0.434 4.228  0.02
H31 -1.110 5.727 3.661  0.00
H32 6.540 0.285 1.869  0.00
H33 1.986 1.686 7.690  0.00
H34 -1.593 -3.692 0.348  0.00
H35 -4.007 5.251 -5.217  0.00
H36 -9.247 -2.604 -1.436  0.00
H37 3.883 0.100 8.013  0.00
H38 4.504 -0.004 -2.261  0.00
H39 0.767 -3.197 4.660  0.00
H40 6.377 -0.722 3.323  0.00
H41 4.135 -1.836 6.483  0.00
H42 2.068 0.294 -2.174  0.01

=====

| no. | strongest force on any atom (eV/Å) |
| --- | --- |
| 1 | 2.71 |
| 2 | 16.66 |
| 3 | 0.67 |